--- 1 ---
# C5H11NO

A cluster of 2 separate species, C5H11NO in total (ωB97M-V/def2-TZVPD, the Open Molecules 2025 dataset).

Each line ends with the Mulliken charge.
CARTESIAN COORDINATES (ANGSTROEM)
H  1.533  -1.212  0.890  0.356
H  1.149  1.578  1.533  0.383
H  -1.099  -2.883  -0.004  0.163
N  -0.893  -1.886  0.000  -0.526
C  0.187  1.109  -1.285  -1.330
C  1.513  -0.588  0.000  -1.495
H  1.150  1.580  -1.532  0.383
H  -0.594  1.861  -1.232  0.345
C  -1.940  -1.126  -0.002  0.007
H  -0.049  0.413  2.093  0.332
C  0.186  1.108  1.286  -1.331
O  -1.852  0.138  -0.001  -0.569
H  -2.960  -1.554  0.006  0.408
H  -0.594  1.860  1.232  0.345
H  1.534  -1.211  -0.890  0.355
H  -0.047  0.415  -2.094  0.332
C  0.352  0.367  0.000  1.412
H  2.424  0.032  0.000  0.429

Calculated values
Orbital gap ... 8.549 eV
HOMO ... -8.75 eV

=====

--- 2 ---
# C5H11NO

A cluster of 2 separate species, C5H11NO in total (ωB97M-V/def2-TZVPD, the Open Molecules 2025 dataset).

Each line ends with the Mulliken charge.
CARTESIAN COORDINATES (ANGSTROEM)
C  -1.279  0.710  -0.663  -0.463
H  -2.232  0.652  -0.118  0.282
H  -1.491  1.411  -1.470  0.334
C  0.157  0.812  1.308  0.252
H  -2.624  -1.561  -0.941  0.218
C  -1.605  -1.666  -1.289  -0.720
N  -0.277  1.411  0.143  -0.268
H  0.581  -0.181  1.184  0.083
H  3.472  -1.054  -0.823  0.315
O  2.685  -1.602  -0.859  -0.638
H  0.133  2.375  2.765  0.265
C  -0.790  -0.628  -1.129  0.003
C  0.293  1.330  2.529  -0.954
H  -1.306  -2.632  -1.655  0.298
H  -0.506  2.389  0.232  0.231
H  2.610  -2.012  0.012  0.313
H  0.666  0.719  3.338  0.249
H  0.219  -0.820  -0.772  0.201

Calculated values
Orbital gap ... 9.045 eV
SMILES string ... C=CCNC=C.O
HOMO ... -8.22 eV

=====

--- 3 ---
# C5H11NO

A cluster of 3 separate species, C5H11NO in total (ωB97M-V/def2-TZVPD, the Open Molecules 2025 dataset).

Each line ends with the Mulliken charge.
CARTESIAN COORDINATES (ANGSTROEM)
H  2.167  -0.659  0.945  0.287
H  -0.384  2.908  -0.199  0.262
C  0.547  -2.283  -0.274  -0.996
C  -0.831  2.306  0.588  -1.058
C  -1.946  0.433  -0.003  0.074
C  1.954  -0.285  -0.060  -0.984
H  -0.241  2.312  1.503  0.267
C  0.921  -1.076  -0.738  0.361
N  -0.805  0.980  0.069  -0.214
H  2.886  -0.405  -0.625  0.312
H  -2.850  0.996  0.358  0.286
H  -0.984  -1.450  0.184  0.467
H  0.923  -2.631  0.690  0.326
O  -2.051  -0.826  -0.388  -0.624
H  0.362  -2.993  -1.071  0.294
H  0.574  -0.734  -1.723  0.252
H  -1.843  2.671  0.841  0.447
H  1.602  0.735  -0.096  0.239

Calculated values
Orbital gap ... 9.762 eV
HOMO ... -9.10 eV

=====

--- 4 ---
# C5H11NO

An isolated molecule of C5H11NO (ωB97M-V/def2-TZVPD, the Open Molecules 2025 dataset).

Each line ends with the Mulliken charge.
CARTESIAN COORDINATES (ANGSTROEM)
H  0.154  -0.262  -3.013  0.348
H  1.754  0.239  1.497  0.225
C  0.547  0.498  1.750  -0.820
H  -2.269  -1.140  1.171  0.267
H  1.384  0.963  -3.013  0.328
O  -0.694  -1.498  -1.071  -0.673
C  0.409  0.683  -2.614  -1.211
C  0.519  0.517  -1.065  -0.363
C  -1.208  -1.200  1.636  -0.881
H  -1.268  -0.626  2.577  0.371
H  1.589  0.175  -0.865  0.212
H  -0.414  1.422  -2.917  0.277
H  0.210  1.630  1.493  0.283
H  0.359  0.430  2.837  0.357
H  -1.039  -2.427  1.665  0.205
C  -0.269  -0.519  -0.407  0.662
N  -0.275  -0.373  0.914  0.172
H  0.512  1.490  -0.574  0.242

Calculated values
Orbital gap ... 9.922 eV
SMILES string ... CCC(=O)N(C)C
HOMO ... -9.27 eV

=====

Ranked by calculated energy, most stable first: 4, 2, 1, 3.

=====

--- 1 ---
# C3H9NS

An isolated molecule of C3H9NS (ωB97M-V/def2-TZVPD, the Open Molecules 2025 dataset).

Each line ends with the Mulliken charge.
CARTESIAN COORDINATES (ANGSTROEM)
H  -0.464  -0.111  1.564  0.347
H  -0.151  1.275  0.531  0.261
H  -0.927  -1.256  -0.628  0.206
C  -0.014  0.181  0.623  -0.415
H  -2.681  0.211  -0.946  0.283
H  2.405  -1.724  2.160  0.117
C  1.519  0.091  0.599  -0.682
H  -1.760  0.085  -2.320  0.288
S  2.105  -1.602  0.837  -0.260
H  -1.617  1.541  -1.187  0.313
C  -1.659  0.474  -1.295  -0.860
H  1.794  0.335  -0.471  0.279
N  -0.603  -0.301  -0.672  -0.270
H  2.052  0.802  1.205  0.392

Calculated values
Orbital gap ... 9.743 eV
SMILES string ... CNCCS
HOMO ... -8.71 eV

=====

--- 2 ---
# C3H9NS

An isolated molecule of C3H9NS (ωB97M-V/def2-TZVPD, the Open Molecules 2025 dataset).

Each line ends with the Mulliken charge.
CARTESIAN COORDINATES (ANGSTROEM)
C  0.415  1.643  -0.057  -0.970
C  0.005  -0.847  -1.388  -1.009
H  -0.128  1.769  -0.941  0.451
H  -2.603  -0.563  1.025  0.159
H  -0.239  -1.840  -1.332  0.353
H  1.603  -0.124  1.704  0.235
H  0.126  2.214  0.821  0.284
H  -0.720  -0.529  -2.007  0.443
H  1.498  1.453  0.097  0.351
H  0.919  -0.545  -1.685  0.387
S  -0.245  -0.121  0.294  0.483
N  -2.173  0.003  0.324  -0.588
C  1.019  -0.900  1.189  -0.809
H  0.523  -1.614  1.956  0.231

Calculated values
Orbital gap ... 8.550 eV
SMILES string ... C=S(C)(C)=N
HOMO ... -7.94 eV

=====

Ranked by calculated energy, most stable first: 1, 2.

=====

--- 1 ---
# C3H9NS

A cluster of 2 separate species, C3H9NS in total (ωB97M-V/def2-TZVPD, the Open Molecules 2025 dataset).

Each line ends with the Mulliken charge.
CARTESIAN COORDINATES (ANGSTROEM)
H  -0.200  -3.384  -3.960  0.236
H  0.367  3.272  1.598  0.297
H  0.271  -1.225  1.122  0.273
H  0.497  2.008  2.950  0.263
C  0.269  -0.362  1.791  -0.837
C  -0.006  2.375  2.065  -0.826
H  1.243  -0.384  2.287  0.296
S  -0.012  1.093  0.769  -0.035
C  -0.514  -2.661  -3.206  -0.201
H  -0.046  -1.228  -2.015  0.284
N  0.327  -1.883  -2.698  -0.522
H  -1.028  2.608  2.361  0.277
H  -0.541  -0.491  2.499  0.297
H  -1.553  -2.747  -2.882  0.200

Calculated values
Orbital gap ... 9.541 eV
SMILES string ... C=N.CSC
HOMO ... -8.55 eV

=====

--- 2 ---
# C3H9NS

An isolated molecule of C3H9NS (ωB97M-V/def2-TZVPD, the Open Molecules 2025 dataset).

Each line ends with the Mulliken charge.
CARTESIAN COORDINATES (ANGSTROEM)
H  -2.463  -0.031  1.665  0.293
H  1.529  0.446  1.022  0.330
H  -0.437  -1.310  1.169  0.272
H  -0.025  -0.732  -1.343  0.294
H  -1.898  1.024  0.486  0.314
N  -0.436  -0.304  1.325  -0.437
C  0.839  -0.320  -0.858  -0.549
C  0.586  0.331  0.505  -0.552
H  2.706  0.313  -2.188  0.127
H  -2.023  -0.661  -0.036  0.313
H  0.240  1.344  0.306  0.333
S  1.508  0.897  -2.102  -0.233
H  1.685  -0.976  -0.750  0.349
C  -1.812  -0.021  0.799  -0.852

Calculated values
Orbital gap ... 9.860 eV
SMILES string ... CNCCS
HOMO ... -8.91 eV

=====

Ranked by calculated energy, most stable first: 2, 1.

=====

--- 1 ---
# C3H9NS

A cluster of 2 separate species, C3H9NS in total (ωB97M-V/def2-TZVPD, the Open Molecules 2025 dataset).

Each line ends with the Mulliken charge.
CARTESIAN COORDINATES (ANGSTROEM)
H  -0.570  -2.186  0.902  0.254
C  2.033  -0.803  -0.207  -1.002
H  0.302  0.827  1.691  0.294
H  1.525  -1.660  -0.303  0.350
C  -1.735  0.331  -1.369  -0.720
C  -0.298  1.274  0.945  -0.952
H  -1.854  -0.317  -2.222  0.271
H  2.854  -0.399  -0.876  0.266
S  -0.663  -0.232  -0.163  0.474
H  -1.640  1.439  -1.571  0.265
N  -1.243  -1.359  0.683  -0.574
H  -1.095  1.729  1.429  0.403
H  2.091  -0.563  0.828  0.354
H  0.294  1.919  0.234  0.319

Calculated values
Orbital gap (alpha / beta) ... 7.588 / 8.030 eV
HOMO (alpha / beta) ... -8.21 / -7.93 eV

=====

--- 2 ---
# C3H9NS

A cluster of 2 separate species, C3H9NS in total (ωB97M-V/def2-TZVPD, the Open Molecules 2025 dataset).

Each line ends with the Mulliken charge.
CARTESIAN COORDINATES (ANGSTROEM)
C  2.553  -1.395  0.129  -0.241
H  3.063  -1.575  -0.817  0.277
S  -0.004  0.610  -1.677  -0.298
C  -1.519  0.313  -0.748  -0.439
N  2.009  -0.274  0.304  -0.477
H  1.525  -0.232  1.200  0.253
H  2.242  -2.275  0.699  0.217
H  -1.639  2.188  0.586  0.295
C  -1.714  1.105  0.553  -0.885
H  -2.412  0.320  -1.367  0.357
H  0.976  0.363  -0.658  0.191
H  -0.943  0.732  1.231  0.195
H  -2.699  0.828  0.937  0.295
H  -1.438  -0.708  -0.374  0.259

Calculated values
Orbital gap ... 8.740 eV
SMILES string ... C=N.CCS
HOMO ... -8.21 eV

=====

--- 3 ---
# C3H9NS

A cluster of 2 separate species, C3H9NS in total (ωB97M-V/def2-TZVPD, the Open Molecules 2025 dataset).

Each line ends with the Mulliken charge.
CARTESIAN COORDINATES (ANGSTROEM)
H  -1.553  0.992  0.189  0.300
H  -2.264  -0.176  1.309  0.297
H  -1.034  -0.592  3.967  0.293
H  1.076  1.828  -4.090  0.234
H  -0.956  -1.864  2.792  0.298
H  1.398  -0.971  -4.596  0.203
S  -0.032  0.275  1.904  -0.071
H  1.299  -0.532  -2.801  0.227
C  -1.404  0.035  0.679  -0.830
H  -1.237  -0.769  -0.028  0.272
C  1.292  -0.167  -3.845  -0.208
H  0.463  -1.294  3.700  0.310
C  -0.415  -0.992  3.142  -0.870
N  0.878  0.886  -4.392  -0.456

Calculated values
Orbital gap ... 9.458 eV
SMILES string ... C=N.CSC
HOMO ... -8.58 eV

=====

--- 4 ---
# C3H9NS

A cluster of 2 separate species, C3H9NS in total (ωB97M-V/def2-TZVPD, the Open Molecules 2025 dataset).

Each line ends with the Mulliken charge.
CARTESIAN COORDINATES (ANGSTROEM)
C  0.402  0.993  -1.550  -0.767
H  -3.260  -2.162  1.533  0.234
H  3.297  -0.033  0.012  0.275
H  -2.091  -0.414  3.198  0.242
C  2.962  -0.285  -0.977  -0.804
H  -3.552  0.641  2.603  0.196
H  -0.620  1.044  -1.148  0.278
N  -3.264  -1.130  1.490  -0.479
H  3.456  -1.080  -1.440  0.333
H  1.057  1.811  -1.233  0.262
H  0.323  0.998  -2.624  0.278
H  3.218  0.653  -1.641  0.232
S  1.109  -0.647  -0.850  -0.095
C  -3.037  -0.389  2.626  -0.186

Calculated values
Orbital gap ... 8.903 eV
SMILES string ... C=N.CSC
HOMO ... -8.57 eV

=====

Ranked by calculated energy, most stable first: 2, 3, 4, 1.

=====

--- 1 ---
# C3H9NS

A structure of composition C3H9NS (ωB97M-V/def2-TZVPD, the Open Molecules 2025 dataset).

Each line ends with the Mulliken charge.
CARTESIAN COORDINATES (ANGSTROEM)
C  0.387  -0.906  -1.595  -0.278
H  0.693  1.666  1.338  -0.023
S  1.419  -1.458  -0.281  -0.231
H  -1.554  0.032  -2.006  0.341
C  -0.888  -0.179  -1.157  -0.954
H  -0.622  0.777  -0.738  0.175
C  -0.277  1.440  2.059  0.012
H  0.072  -0.824  2.720  0.335
H  -1.540  -0.760  -0.491  0.322
H  2.010  -0.512  0.303  0.067
H  -0.073  2.578  2.042  0.315
N  -0.584  0.239  2.222  -0.608
H  0.044  -1.840  -2.090  0.235
H  0.915  -0.255  -2.325  0.293

Calculated values
Orbital gap ... 7.553 eV
HOMO ... -7.78 eV

=====

--- 2 ---
# C3H9NS

A cluster of 4 separate species, C3H9NS in total (ωB97M-V/def2-TZVPD, the Open Molecules 2025 dataset).

Each line ends with the Mulliken charge.
CARTESIAN COORDINATES (ANGSTROEM)
H  0.515  -3.067  -0.557  0.263
H  0.429  -0.821  -1.853  0.228
S  -1.535  0.153  1.338  -0.378
H  0.571  2.447  -0.927  0.222
H  -1.073  1.990  0.223  0.276
C  0.206  -0.567  0.687  0.254
C  0.707  0.844  0.311  -0.692
H  -1.598  -1.944  -0.394  0.218
H  -1.920  -0.017  -0.161  0.197
H  0.882  -1.144  1.418  0.356
N  -0.073  1.867  -0.488  -0.426
H  1.414  1.268  1.250  0.185
H  1.606  0.488  -0.372  0.324
C  -0.130  -1.497  -0.474  -1.026

Calculated values
Orbital gap ... 9.167 eV
HOMO ... -8.96 eV

=====

Ranked by calculated energy, most stable first: 1, 2.

=====

--- 1 ---
# C4H12

A cluster of 2 separate species, C4H12 in total (ωB97M-V/def2-TZVPD, the Open Molecules 2025 dataset).

Each line ends with the Mulliken charge.
CARTESIAN COORDINATES (ANGSTROEM)
H  0.624  -0.419  3.216  0.265
H  -1.019  -1.570  2.139  0.282
H  -0.527  1.115  -3.569  0.313
H  1.405  -1.918  2.971  0.281
C  1.035  -1.043  2.426  -0.798
H  0.974  1.225  -1.446  0.238
C  -0.122  -1.448  1.524  -0.673
H  1.892  -0.689  1.859  0.274
H  -1.869  1.363  -2.514  0.260
C  -0.847  0.945  -2.548  -0.872
H  -0.018  2.651  -1.560  0.312
H  0.063  -2.336  0.920  0.289
H  -1.090  -0.096  -2.339  0.277
H  -0.399  1.273  -0.410  0.199
C  -0.060  1.578  -1.392  -0.732
H  -0.503  -0.734  0.786  0.084

Calculated values
Orbital gap ... 12.582 eV
SMILES string ... CC.CC
HOMO ... -11.46 eV

=====

--- 2 ---
# C4H12

A cluster of 2 separate species, C4H12 in total (ωB97M-V/def2-TZVPD, the Open Molecules 2025 dataset).

Each line ends with the Mulliken charge.
CARTESIAN COORDINATES (ANGSTROEM)
H  -0.195  1.296  2.104  0.286
C  1.199  -2.712  -0.919  -0.910
H  -2.067  1.617  0.597  0.262
H  0.674  2.726  1.488  0.325
H  0.468  -0.787  -0.254  -0.083
H  1.288  -3.111  -1.927  0.266
H  -0.183  -1.280  -1.838  0.314
H  -0.755  -2.042  -0.341  0.262
H  1.266  -3.471  -0.144  0.316
C  -0.032  1.939  1.238  -0.695
H  0.485  1.253  0.555  0.062
H  2.176  -2.229  -0.751  0.269
C  -1.309  2.390  0.530  -0.807
H  -1.093  2.594  -0.514  0.264
C  0.112  -1.619  -0.853  -0.424
H  -1.669  3.282  1.045  0.293

Calculated values
Orbital gap ... 12.630 eV
SMILES string ... CC.CC
HOMO ... -11.48 eV

=====

Ranked by calculated energy, most stable first: 2, 1.